1.
DFT (ωB97M-V with the def2-TZVPD basis set) results for a structure of composition C5H8O3.

```
16
C5H8O3 (ωB97M-V with the def2-TZVPD basis set)
C -0.84888 1.56575 0.51925
H -0.23709 0.32873 2.20262
C 0.45755 -1.41027 -1.00148
H 2.11566 -2.35748 -0.92902
H 2.25267 -0.06667 1.23326
O 1.26501 -2.43504 -1.38522
C 0.74416 -0.61451 0.18007
O 0.95007 -0.08462 -1.09078
H -1.48443 -0.40289 1.11700
H -0.55454 -1.55095 -1.35880
O 1.83242 -0.89374 0.95819
H -0.25985 2.40311 0.87098
C -1.63229 1.70455 -0.54263
C -0.66657 0.29643 1.21268
H -1.71908 2.63728 -1.06982
H -2.21480 0.88034 -0.91630
```

Properties
E_tot = -11454.0952 eV
charge = 0
frontier orbital gap = 9.593 eV
relative energy (zero: lowest compared OMol25 entry of this formula, charge and spin) = 330.4 kJ/mol

From a Mulliken analysis of the wavefunction, the atomic charges in e read: atom 1 (C): 0.176, atom 2 (H): 0.322, atom 3 (C): -0.049, atom 4 (H): 0.336, atom 5 (H): 0.362, atom 6 (O): -0.528, atom 7 (C): 0.481, atom 8 (O): -0.418, atom 9 (H): 0.350, atom 10 (H): 0.376, atom 11 (O): -0.512, atom 12 (H): 0.278, atom 13 (C): -0.729, atom 14 (C): -0.912, atom 15 (H): 0.247, atom 16 (H): 0.221

2.
DFT (ωB97M-V with the def2-TZVPD basis set) results for a structure of composition C45H49Ge2HgN7O9S2.

```
115
C45H49Ge2HgN7O9S2 (ωB97M-V with the def2-TZVPD basis set)
O 1.28461 1.81493 -3.55579
H 0.32416 3.47424 -4.18660
H -0.56444 1.13159 -4.39855
H 4.37599 -3.58563 1.11527
H 1.45276 4.17971 3.10047
C 5.70939 -0.13993 -4.77670
Ge -1.18644 4.26711 1.46563
H -2.82470 3.46392 3.63457
N 1.67028 -1.92949 0.02921
C -1.37706 -4.59184 0.94942
C 2.05414 -3.85028 -1.32465
C -2.99702 4.34576 0.64163
H -4.12276 -1.28855 3.95412
C -0.86740 -5.08202 2.14172
H -0.40755 0.84226 5.02081
H -2.29448 0.79878 -4.12577
O 1.53897 0.10928 -2.08164
H 1.76888 -4.44746 -2.18412
C 3.82958 -0.71909 -3.36777
N -0.65160 -2.39755 1.50456
C -4.67777 0.73606 4.40961
O 4.98778 -3.19083 -3.17355
H -3.40754 3.57911 -4.74273
C 0.20877 -2.27434 -1.90670
H 0.66346 -1.51204 -2.54253
H -5.79029 0.83748 -3.32132
H -3.80620 2.64106 -3.28273
Hg 0.78247 0.48994 0.31083
C 1.26959 3.58367 3.98924
C 3.51248 -3.37795 0.49717
C -1.24439 -3.23408 0.66531
C 0.25144 1.70474 5.05477
H 3.34157 -1.41892 -2.69983
H -3.72706 -0.45144 -3.83213
C -1.34988 5.62301 2.92002
N -1.04543 2.38691 -1.17022
H -2.30347 5.54514 3.45178
C -1.31564 2.57675 -2.27269
Ge -0.50283 1.98277 2.20522
H -4.94999 2.84770 4.70934
C 0.91891 2.00461 6.23511
O 5.24708 3.08734 -6.12959
H 0.32874 4.48031 -0.59486
C 2.73030 -2.25956 0.76660
H -0.44400 6.05700 -0.23317
C 0.41535 2.48617 3.90681
H 3.42092 2.36939 -4.65730
C -1.78240 -2.68207 -0.64825
S 3.46630 1.15689 1.94912
H 2.97148 -1.58936 1.57982
C -3.86238 0.01058 -2.86140
H -0.85297 -0.03138 -2.48700
C 3.17551 -4.17859 -0.57672
H -3.77606 4.35516 1.41097
H 2.29117 3.34096 7.21536
H -2.04301 -0.64601 2.79553
C 1.75911 3.11226 6.29759
C -1.67714 2.83798 -3.68518
C -0.13097 -2.87456 2.63451
H -3.08939 5.25973 0.04092
C -2.87406 -0.11354 -1.88688
C -2.65577 0.11865 3.24921
H -5.60637 0.46403 4.90000
H 3.77940 -5.03806 -0.84670
O 4.34957 0.30009 1.14711
C 5.11079 1.08109 -5.00682
H -1.27721 6.62587 2.48480
C 3.24621 0.51186 -3.62174
C 1.32427 -2.71903 -0.99243
C 1.92735 3.90357 5.17181
H -3.15665 3.47900 -0.00087
H -2.76962 -2.25935 -0.46454
O 4.19008 1.99347 2.89223
H -0.10276 -3.11948 -2.54384
C -3.84280 -0.24187 3.88400
N -3.00257 0.42731 -0.67703
H -1.77893 -1.37075 -3.18830
O 2.43438 0.33032 2.61880
H 2.60118 4.75346 5.20192
C -5.13097 1.32125 -1.33136
H -1.78586 1.74608 -5.54170
C 0.03073 5.16835 0.19928
C -2.24976 1.44981 3.13889
C -1.57331 1.53721 -4.48859
N -0.93868 -1.67303 -1.26702
O 6.77332 -2.54363 -4.16060
H -4.15559 1.58084 0.57198
C -0.21959 -4.21019 3.00095
C -5.00786 0.73533 -2.57858
H 0.21309 -4.55199 3.93383
C 5.04341 -1.02882 -3.96110
N 5.64857 -2.35585 -3.74245
H -1.91020 -3.54354 -1.32646
C -4.30611 2.07258 4.30366
H -0.71690 4.78752 -3.61251
H -0.95894 -6.13392 2.38633
H -0.94361 4.13583 -5.25590
C 3.88738 1.41589 -4.45179
C -3.11534 3.37316 -3.70829
H 0.94481 5.47041 0.71972
H -3.19724 4.29281 -3.12775
O 6.87090 1.71231 -6.35900
C -0.68754 3.88241 -4.22298
H 0.78971 1.37179 7.10748
C -3.10630 2.41692 3.68636
H -0.54652 5.49918 3.64938
C 1.87753 0.85911 -3.02645
C -1.58711 -0.81324 -2.25422
N 5.79412 2.03471 -5.89914
H -1.86399 -5.25171 0.23912
C -4.10116 1.13655 -0.41677
H 6.65604 -0.39488 -5.22477
S 2.49072 2.39271 0.58145
H -6.00165 1.90423 -1.05872
H 0.38619 -2.14604 3.25587
```

Properties
E_tot = -215193.1521 eV
charge = -2
frontier orbital gap = 4.727 eV
relative energy (zero: lowest compared OMol25 entry of this formula, charge and spin) = 70.3 kJ/mol

Mulliken population analysis, charges in e, atoms 1 to 99: atom 1 (O): -0.589, atom 2 (H): 0.194, atom 3 (H): -0.155, atom 4 (H): 0.490, atom 5 (H): 0.419, atom 6 (C): -0.465, atom 7 (Ge): 0.846, atom 8 (H): 0.016, atom 9 (N): 1.452, atom 10 (C): -1.148, atom 11 (C): -1.010, atom 12 (C): -0.544, atom 13 (H): 0.396, atom 14 (C): -0.531, atom 15 (H): 0.227, atom 16 (H): -0.382, atom 17 (O): -0.167, atom 18 (H): 0.441, atom 19 (C): -0.130, atom 20 (N): 0.332, atom 21 (C): -0.499, atom 22 (O): -0.570, atom 23 (H): 0.452, atom 24 (C): -1.583, atom 25 (H): 0.388, atom 26 (H): 0.273, atom 27 (H): 0.153, atom 28 (Hg): 3.105, atom 29 (C): 0.066, atom 30 (C): -1.181, atom 31 (C): 0.668, atom 32 (C): -0.341, atom 33 (H): 0.510, atom 34 (H): 0.653, atom 35 (C): -1.430, atom 36 (N): 0.576, atom 37 (H): 0.394, atom 38 (C): -1.463, atom 39 (Ge): -0.963, atom 40 (H): 0.358, atom 41 (C): -0.663, atom 42 (O): -0.635, atom 43 (H): -0.038, atom 44 (C): -1.040, atom 45 (H): 0.416, atom 46 (C): 0.071, atom 47 (H): 0.689, atom 48 (C): -0.846, atom 49 (S): 0.857, atom 50 (H): 0.399, atom 51 (C): -0.516, atom 52 (H): -0.906, atom 53 (C): -0.666, atom 54 (H): 0.388, atom 55 (H): 0.320, atom 56 (H): 0.289, atom 57 (C): -0.487, atom 58 (C): 2.620, atom 59 (C): -0.194, atom 60 (H): 0.453, atom 61 (C): -0.513, atom 62 (C): 0.118, atom 63 (H): 0.320, atom 64 (H): 0.421, atom 65 (O): -0.636, atom 66 (C): -0.175, atom 67 (H): 0.491, atom 68 (C): 0.454, atom 69 (C): 1.076, atom 70 (C): -0.659, atom 71 (H): -0.423, atom 72 (H): 0.710, atom 73 (O): -0.659, atom 74 (H): 0.081, atom 75 (C): -0.449, atom 76 (N): 0.673, atom 77 (H): 0.151, atom 78 (O): -0.604, atom 79 (H): 0.333, atom 80 (C): -0.495, atom 81 (H): 0.620, atom 82 (C): -0.978, atom 83 (C): -0.612, atom 84 (C): -0.514, atom 85 (N): 1.394, atom 86 (O): -0.659, atom 87 (H): 0.287, atom 88 (C): -1.004, atom 89 (C): -1.380, atom 90 (H): 0.422, atom 91 (C): -0.063, atom 92 (N): 1.004, atom 93 (H): 0.147, atom 94 (C): -0.623, atom 95 (H): 0.319, atom 96 (H): 0.377, atom 97 (H): 0.468, atom 98 (C): -0.524, atom 99 (C): -1.473

3.
DFT (ωB97M-V with the def2-TZVPD basis set) results for a cluster of 4 separate species, C63H42N2O8S in total.

```
116
C63H42N2O8S (ωB97M-V with the def2-TZVPD basis set)
H 8.68620 -2.37498 0.74568
H 6.14720 1.63980 1.71843
C 5.97009 5.72264 0.04522
H 11.40936 6.70566 -2.06402
C -5.37381 -5.37441 1.02295
C -8.90219 -0.21103 0.34471
C 2.05510 -1.95202 -1.18339
O -3.35552 -4.38088 0.31502
C -0.33879 -1.29591 1.64239
H 3.19014 4.37283 1.40912
H 9.76030 -0.30352 -0.64072
C -8.75108 -0.86176 -0.87312
H -4.42602 -2.06700 -3.79330
C 1.95151 -2.36528 -3.70666
C 3.81874 5.09194 0.90953
O 3.55558 2.12807 0.78131
C -10.99422 -1.71429 -0.69024
C -10.31043 0.41911 2.32724
C -1.29511 -1.33852 2.36636
C 9.82432 8.12033 -2.37795
H 8.87874 -0.03685 2.50415
O -11.35685 0.33612 2.93530
C -7.75870 0.56959 0.89428
C -9.79722 -1.60762 -1.38942
H -11.80494 -2.30703 -1.09273
C -9.18728 1.25105 2.84519
C 5.15736 4.80883 0.69988
H -0.24342 -3.38721 -1.52745
C 4.19940 -0.70969 -1.74704
H 10.43926 8.80026 -2.95292
C -7.10769 2.78701 3.85890
C 2.25437 -2.92999 -2.32567
C -6.92543 2.07251 2.68708
H 1.60432 -3.79178 -2.19212
H -3.71268 -5.86604 2.27908
C 7.70241 7.55429 -1.40516
C 6.27677 7.91076 -1.14821
C -4.77530 -5.98530 2.11788
H -9.68226 -2.11152 -2.33874
C 7.54520 0.45811 0.58591
C 4.09513 7.22101 -0.18236
C 10.36923 6.94118 -1.88028
H 3.68906 8.16162 -0.52834
H 11.00536 -1.36022 0.85011
C -4.43219 -3.19935 -1.97723
C -7.50780 -6.28185 1.68610
C 5.20564 0.56525 0.11683
H 6.78649 -1.45766 -2.10834
C -10.11089 -0.30163 1.03883
C 3.29002 6.30278 0.47430
C -7.13776 -3.60044 -2.46933
H -6.29784 3.38418 4.25704
H 1.54070 0.54467 1.79069
C 5.40534 -0.30513 -0.95151
H -5.97994 2.10563 2.16338
H 11.04470 -3.13855 0.86273
C 0.78046 -1.19243 0.74436
H 3.27240 -3.32300 -2.26651
H 9.99684 5.14436 -0.76518
H 2.24470 6.52748 0.64202
H 8.06592 9.34416 -2.51891
C -9.36585 1.97322 4.01862
C -0.06289 -3.20234 -0.47196
C 8.49584 8.42798 -2.13817
H -12.08057 -1.13635 1.06939
H 5.57380 3.87197 1.03728
C 10.79973 -2.26082 0.26904
O 4.23553 -0.82784 -2.94761
C -11.15198 -1.06169 0.52055
C -6.37420 -2.85849 -3.35476
H -8.56933 -6.39130 1.51191
H -7.50245 -7.47141 3.46479
H 0.09911 -2.59020 -3.52123
C 7.75823 -0.41354 -0.48819
C 9.32264 -2.24392 -0.13339
C -6.74390 -5.53142 0.80122
O 7.88390 4.36385 0.27577
C -4.53790 -4.55361 0.10279
H -0.98483 -2.98996 0.05668
C 1.68128 -0.15295 0.97752
C 9.58225 6.06482 -1.15269
H 0.37001 -4.12094 -0.06349
C -8.32994 2.74181 4.52168
H -8.47241 3.30721 5.43324
H -10.31758 1.93031 4.53003
H -8.18978 -3.75900 -2.65650
H 11.40287 -2.24036 -0.63899
C -5.53942 -6.74149 2.99054
H -5.07092 -7.22001 3.84048
O 5.82018 8.96559 -1.53760
C 5.43499 6.93168 -0.40824
S 8.92333 0.97151 1.61493
C 2.95597 -0.91588 -0.92607
H -7.81608 -0.78202 -1.41142
C -7.96537 1.30841 2.17203
H 2.80140 -2.05514 -4.30530
H -6.83195 -2.43526 -4.23957
C -5.02079 -2.65341 -3.10545
C 2.77311 -0.03760 0.14585
C -7.40389 -4.91389 -0.38325
H -2.22634 -1.27368 2.87735
H 9.14392 -3.05319 -0.84396
C -6.55446 -4.14405 -1.33368
N 9.01686 -0.96632 -0.81626
C -5.19381 -3.95213 -1.09146
O -8.59695 -5.03360 -0.56938
C 6.65954 -0.78946 -1.26765
H -3.38095 -3.04463 -1.77652
C 6.28512 0.95978 0.88949
C 7.40734 5.39341 -0.15822
C 8.24565 6.36355 -0.91858
O -6.69091 0.60429 0.31867
N 0.79000 -2.25420 -4.19766
C -6.90655 -6.88502 2.77785
C 0.95672 -2.09400 -0.31311
C 3.80970 1.01339 0.38754
```

Properties
E_tot = -96207.9257 eV
SMILES = [H]/N=C\Cc1c(C)c(C#C)cc2c1C(=O)c1cc(NCC)c(S)cc1C2=O.O=C1c2ccccc2C(=O)c2ccccc21.O=C1c2ccccc2C(=O)c2ccccc21.O=C1c2ccccc2C(=O)c2ccccc21
charge = 0
frontier orbital gap = 7.867 eV

Mulliken population analysis, charges in e, atoms 1 to 99: atom 1 (H): 0.325, atom 2 (H): 0.436, atom 3 (C): 0.146, atom 4 (H): 0.397, atom 5 (C): 0.157, atom 6 (C): 0.154, atom 7 (C): 0.722, atom 8 (O): -0.667, atom 9 (C): -0.987, atom 10 (H): 0.491, atom 11 (H): 0.439, atom 12 (C): -0.443, atom 13 (H): 0.449, atom 14 (C): -0.024, atom 15 (C): -0.625, atom 16 (O): -0.499, atom 17 (C): -0.661, atom 18 (C): 0.632, atom 19 (C): 0.255, atom 20 (C): -0.476, atom 21 (H): 0.166, atom 22 (O): -0.663, atom 23 (C): 0.531, atom 24 (C): -0.338, atom 25 (H): 0.417, atom 26 (C): 0.205, atom 27 (C): -0.544, atom 28 (H): 0.199, atom 29 (C): -0.322, atom 30 (H): 0.399, atom 31 (C): -0.486, atom 32 (C): -1.194, atom 33 (C): -0.589, atom 34 (H): 0.794, atom 35 (H): 0.502, atom 36 (C): 0.210, atom 37 (C): 0.572, atom 38 (C): -0.490, atom 39 (H): 0.454, atom 40 (C): -0.124, atom 41 (C): -0.708, atom 42 (C): -0.527, atom 43 (H): 0.480, atom 44 (H): 0.327, atom 45 (C): -0.546, atom 46 (C): -0.579, atom 47 (C): 0.630, atom 48 (H): 0.563, atom 49 (C): 0.223, atom 50 (C): -0.542, atom 51 (C): -0.763, atom 52 (H): 0.404, atom 53 (H): 0.565, atom 54 (C): 0.765, atom 55 (H): 0.497, atom 56 (H): 0.385, atom 57 (C): 0.423, atom 58 (H): 0.328, atom 59 (H): 0.500, atom 60 (H): 0.393, atom 61 (H): 0.474, atom 62 (C): -0.589, atom 63 (C): -1.782, atom 64 (C): -0.554, atom 65 (H): 0.485, atom 66 (H): 0.587, atom 67 (C): -1.271, atom 68 (O): -0.575, atom 69 (C): -0.695, atom 70 (C): -0.530, atom 71 (H): 0.487, atom 72 (H): 0.407, atom 73 (H): 0.267, atom 74 (C): -0.360, atom 75 (C): -0.188, atom 76 (C): 0.143, atom 77 (O): -0.658, atom 78 (C): 0.360, atom 79 (H): 0.259, atom 80 (C): -1.466, atom 81 (C): -0.527, atom 82 (H): 0.284, atom 83 (C): -0.470, atom 84 (H): 0.403, atom 85 (H): 0.475, atom 86 (H): 0.604, atom 87 (H): 0.320, atom 88 (C): -0.519, atom 89 (H): 0.407, atom 90 (O): -0.677, atom 91 (C): 0.567, atom 92 (S): -0.143, atom 93 (C): 0.641, atom 94 (H): 0.573, atom 95 (C): 0.176, atom 96 (H): 0.476, atom 97 (H): 0.416, atom 98 (C): -0.737, atom 99 (C): 0.683

4.
DFT (ωB97M-V with the def2-TZVPD basis set) results for a cluster of 2 separate species, C11H25NSi in total.

```
38
C11H25NSi (ωB97M-V with the def2-TZVPD basis set)
H 0.86178 0.00414 -2.08246
C 2.01520 -2.72021 -1.15667
H 3.18924 -0.71461 1.41474
C 1.08479 0.39010 -1.15675
H 0.67012 0.14622 1.65151
H 3.65782 -0.75201 -0.45631
H -1.52664 3.55055 2.64147
H 1.88442 -2.92111 1.14808
H -2.41351 -1.66416 -1.65318
C -2.46476 1.92210 -0.25991
C 2.09278 -2.19613 0.26785
H 4.15753 -1.90939 0.70863
H -0.79424 -1.75969 -2.14150
C -1.44877 -1.93783 -1.21832
H -1.44141 -1.41958 2.08207
C -1.80112 2.66507 1.95184
H 2.42775 -2.16697 -1.95595
C 3.38964 -1.28000 0.52877
H 0.97474 -2.99597 -1.57662
H -1.72234 -2.97989 -1.08649
H -1.44526 -2.81024 1.20222
H -2.79595 -1.50071 0.82736
C 1.88288 1.43383 -1.35322
H 2.19759 1.95705 -0.43168
C -1.62931 2.96131 0.49634
H -1.96457 1.53401 -1.21729
H 2.29383 1.85606 -2.27549
C -0.89378 4.04231 0.27497
Si 0.63789 -0.74879 0.30767
C -1.73728 -1.76231 1.09920
H -1.15469 1.78058 2.38483
H -3.28526 2.50135 -0.44205
H -0.59587 4.34505 -0.73121
N -1.00456 -1.23675 -0.04176
H -2.76437 2.39314 2.03117
H -2.71938 1.08040 0.40236
H 2.63838 -3.73063 -1.23331
H -0.45333 4.64371 1.04909
```

Properties
E_tot = -21176.1243 eV
SMILES = C=C[Si@H](C(C)C)N(C)C.C=C(C)C
charge = 0
frontier orbital gap = 9.184 eV
relative energy (zero: lowest compared OMol25 entry of this formula, charge and spin) = 407.1 kJ/mol

From a Mulliken analysis of the wavefunction, the atomic charges in e read: atom 1 (H): 0.380, atom 2 (C): -1.301, atom 3 (H): 0.390, atom 4 (C): -0.150, atom 5 (H): -0.215, atom 6 (H): 0.248, atom 7 (H): 0.354, atom 8 (H): 0.431, atom 9 (H): 0.309, atom 10 (C): -1.068, atom 11 (C): 0.312, atom 12 (H): 0.536, atom 13 (H): 0.300, atom 14 (C): -1.072, atom 15 (H): 0.340, atom 16 (C): -1.335, atom 17 (H): 0.348, atom 18 (C): -1.499, atom 19 (H): 0.262, atom 20 (H): 0.350, atom 21 (H): 0.433, atom 22 (H): 0.382, atom 23 (C): -0.616, atom 24 (H): 0.239, atom 25 (C): 1.123, atom 26 (H): 0.190, atom 27 (H): 0.275, atom 28 (C): -1.059, atom 29 (Si): -0.161, atom 30 (C): -1.448, atom 31 (H): 0.141, atom 32 (H): 0.568, atom 33 (H): 0.262, atom 34 (N): 0.590, atom 35 (H): 0.440, atom 36 (H): 0.142, atom 37 (H): 0.316, atom 38 (H): 0.263

Ordered largest force on an atom results: 4.16 1.21 0.79 4.93; unit eV Å⁻¹.
Ordered HOMO energy results: -8.9 -1.6 -9.0 -8.3; unit eV.
Ordered LUMO results: 0.70 3.16 -1.11 0.85; unit eV.